The following is a DFT calculation (ωB97M-V/def2-TZVPD) of a cluster of 2 separate species, C4H10NO in total in a non-equilibrium geometry.

Total energy (eV): -7835.0871
HOMO energy (spin up / spin down) (eV): -12.2 / -13.5
ΔE to the lowest compared entry with this formula, charge and spin (kJ/mol): 601.1
HOMO-LUMO gap (spin up / spin down) (hartree): 0.255 / 0.352

The geometry in ORCA input format:
```
! RIJCOSX wB97M-V def2-TZVPD def2/J DEFGRID3
* xyz 1 1
C -1.38487 -1.66839 0.17139
C -0.18267 -0.88900 0.50388
C 1.38770 1.65790 -0.30924
C 1.08864 0.77569 -1.40126
N -1.52110 -0.27705 0.33332
O 0.37914 -0.63898 1.72985
H -1.45279 -2.08010 -0.84448
H -1.95921 -2.43009 0.90129
H 1.98226 2.37734 -0.74298
H 1.85180 1.10074 0.48194
H 0.36979 2.02040 0.22823
H 1.76896 -0.05841 -1.66155
H 0.25516 0.97681 -2.13058
H -1.76393 0.31070 -0.36219
H -1.96633 0.09553 1.17787
H 1.14744 -1.27309 1.92449
*
```